16
Properties=species:S:1:pos:R:3 method="wB97M-V/def2-TZVPD" e_above_lowest_kcal_mol=32.3 lumo_ev=1.00 e_homo_ha=-0.350 charge=0 orbital_gap_ev=10.525 smiles=CC1(C)CCO1 spin_multiplicity=1
C -1.1996 -1.1768 -0.2337
C -0.2691 0.0301 -0.1421
C -1.0515 1.3297 0.0268
C 0.9368 -0.1597 0.7958
C 1.8281 -0.0654 -0.4299
O 0.6512 0.1660 -1.2793
H -1.8985 -1.0820 -1.0710
H -1.7904 -1.2707 0.6904
H -0.6242 -2.0984 -0.3601
H -1.7566 1.4692 -0.8027
H -0.3684 2.1852 0.0336
H -1.6234 1.3339 0.9623
H 1.0693 -1.0777 1.3559
H 1.0872 0.7046 1.4517
H 2.3644 -0.9188 -0.8537
H 2.6445 0.6308 -0.1438


16
Properties=species:S:1:pos:R:3 method="wB97M-V/def2-TZVPD" e_above_lowest_kcal_mol=11.6 lumo_ev=1.04 e_homo_ha=-0.359 charge=0 orbital_gap_ev=10.799 smiles="CCCCC=O" spin_multiplicity=1
C 2.1270 0.2603 -0.7506
C 0.8589 1.0758 -0.5190
C 0.1889 0.7340 0.8140
C -0.2461 -0.7193 0.9489
C -1.5360 -1.0131 0.2280
O -1.8838 -0.4550 -0.7758
H 1.9417 -0.7029 -1.2238
H 2.8017 0.7691 -1.4364
H 2.6641 0.0791 0.1754
H 0.1724 0.9810 -1.3533
H 1.1612 2.1214 -0.4792
H -0.6947 1.3606 0.9277
H 0.9081 1.0211 1.5795
H -0.4169 -0.9699 2.0032
H 0.5005 -1.4479 0.5992
H -2.1654 -1.7816 0.7075


16
Properties=species:S:1:pos:R:3 method="wB97M-V/def2-TZVPD" e_above_lowest_kcal_mol=29.8 lumo_ev=1.16 e_homo_ha=-0.375 charge=0 orbital_gap_ev=11.346 smiles=CCC[C@H]1CO1 spin_multiplicity=1
C -1.5737 1.0518 -0.0119
C -1.3600 -0.4028 0.4033
C 0.1015 -0.7467 0.6990
C 0.9955 -0.6196 -0.5145
C 2.1095 0.3276 -0.5887
O 2.3386 -1.0507 -0.3440
H -0.9977 1.2996 -0.9114
H -1.2586 1.7386 0.7832
H -2.6292 1.2508 -0.2270
H -1.7293 -1.0686 -0.3896
H -1.9637 -0.6246 1.2921
H 0.1696 -1.7820 1.0556
H 0.4882 -0.1093 1.5054
H 0.5460 -0.9447 -1.4577
H 2.4601 0.6951 -1.5524
H 2.3031 0.9855 0.2586


16
Properties=species:S:1:pos:R:3 method="wB97M-V/def2-TZVPD" e_above_lowest_kcal_mol=22.9 lumo_ev=1.10 e_homo_ha=-0.374 charge=0 orbital_gap_ev=11.275 smiles=C[C@@H](O)C1CC1 spin_multiplicity=1
C -2.0732 -0.1629 0.6898
C -0.7823 0.1271 -0.0574
O -0.9354 1.4155 -0.6344
C 0.4260 0.0642 0.8595
C 1.4449 -1.0285 0.7087
C 1.7913 0.3750 0.3047
H -2.2403 0.6211 1.4359
H -2.0253 -1.1302 1.1984
H -2.9249 -0.1611 0.0039
H -0.6506 -0.6216 -0.8581
H -0.0486 1.7712 -0.7726
H 0.2430 0.4209 1.8723
H 1.9171 -1.4418 1.5948
H 1.2885 -1.7519 -0.0876
H 1.8914 0.5904 -0.7580
H 2.4689 0.9424 0.9356


16
Properties=species:S:1:pos:R:3 method="wB97M-V/def2-TZVPD" e_above_lowest_kcal_mol=34.1 lumo_ev=0.94 e_homo_ha=-0.351 charge=0 orbital_gap_ev=10.500 smiles="C=C1CCC1.O" spin_multiplicity=1
C 1.0170 -0.7718 1.4252
C -0.0004 -0.3221 0.6977
C -1.0358 -0.9918 -0.1898
C -1.5686 0.4154 -0.5718
C -0.5423 1.0644 0.3956
H 1.2436 -1.8336 1.4929
H 1.6481 -0.0947 1.9979
H -1.7443 -1.6191 0.3622
H -0.6262 -1.5781 -1.0188
H -1.4025 0.6760 -1.6198
H -2.6177 0.5943 -0.3221
H -0.9795 1.5698 1.2635
H 0.1806 1.7312 -0.0841
O 1.9697 0.3443 -1.6316
H 2.6665 0.9623 -1.3814
H 1.7917 -0.1464 -0.8156


16
Properties=species:S:1:pos:R:3 method="wB97M-V/def2-TZVPD" e_above_lowest_kcal_mol=12.1 lumo_ev=1.14 e_homo_ha=-0.361 charge=0 orbital_gap_ev=10.980 smiles=C[C@H]1CCOC1 spin_multiplicity=1
C 1.8123 -0.0944 -0.0235
C 0.4589 0.6047 0.0765
C -0.4821 0.2449 -1.1042
C -1.6220 -0.4835 -0.3863
O -1.0127 -1.0891 0.7375
C -0.2845 -0.0100 1.2923
H 2.3145 0.0695 -0.9819
H 2.4802 0.2375 0.7794
H 1.6473 -1.1722 0.0942
H 0.5896 1.6910 0.1555
H -0.8425 1.1180 -1.6592
H 0.0212 -0.4175 -1.8187
H -2.1417 -1.2439 -0.9700
H -2.3479 0.2645 -0.0272
H -0.9948 0.6741 1.7851
H 0.4043 -0.3936 2.0504


16
Properties=species:S:1:pos:R:3 method="wB97M-V/def2-TZVPD" e_above_lowest_kcal_mol=131.3 lumo_ev="0.75 / 0.76" e_homo_ha="-0.254 / -0.248" charge=0 orbital_gap_ev="7.673 / 7.510" spin_multiplicity=1
O 2.3995 -0.4785 0.4457
C 1.1610 0.0933 0.5934
C 0.3337 0.2318 -0.5570
C -0.7530 -0.6143 0.0591
C -1.8269 0.4273 -0.1280
C -0.6767 1.4041 -0.4019
H 2.9859 -0.0854 1.1070
H 1.0961 -2.4522 -0.1201
H 0.9452 0.4948 1.5707
H 0.8016 0.0358 -1.5263
H -0.7885 -1.5443 0.5905
H 0.4379 -2.4707 -0.4644
H -2.4123 0.2286 -1.0438
H -2.5319 0.6794 0.6697
H -0.4477 2.0014 0.4835
H -0.7239 2.0488 -1.2781


16
Properties=species:S:1:pos:R:3 method="wB97M-V/def2-TZVPD" e_above_lowest_kcal_mol=32.7 lumo_ev=1.06 e_homo_ha=-0.352 charge=0 orbital_gap_ev=10.634 smiles=COC1(C)CC1 spin_multiplicity=1
C 2.0300 0.0036 0.1267
O 0.8819 -0.2768 0.8925
C -0.3137 -0.0024 0.2147
C -0.5798 1.4687 -0.0176
C -0.7231 -1.0759 -0.7567
C -1.4276 -0.9280 0.5716
H 2.8544 -0.5271 0.6052
H 1.9336 -0.3503 -0.9119
H 2.2520 1.0799 0.1075
H -1.5903 1.6280 -0.4055
H -0.4864 2.0179 0.9279
H 0.1279 1.9033 -0.7327
H -1.2551 -0.8405 -1.6730
H -0.0276 -1.9109 -0.8485
H -1.2432 -1.6730 1.3400
H -2.4332 -0.5164 0.5600


16
Properties=species:S:1:pos:R:3 method="wB97M-V/def2-TZVPD" e_above_lowest_kcal_mol=135.5 lumo_ev=1.12 e_homo_ha=-0.275 charge=0 orbital_gap_ev=8.616 spin_multiplicity=1
C -2.0435 0.1658 0.0507
C -0.7648 -0.5796 -0.2546
O 0.0928 0.1859 -1.1071
C 0.4987 -0.3837 0.4592
C 1.6386 -0.5785 -1.1805
C 0.6550 0.8010 1.3599
H -2.6953 0.1829 -0.8294
H -1.8502 1.1969 0.3513
H -2.5810 -0.3406 0.8608
H -0.9551 -1.5871 -0.6448
H 1.5239 -1.6551 -1.2764
H 1.7785 -0.1105 -2.1652
H 2.5036 -0.3357 -0.5597
H 0.4042 0.4625 2.3741
H 0.0272 1.6708 1.1243
H 1.7010 1.1315 1.3868


16
Properties=species:S:1:pos:R:3 method="wB97M-V/def2-TZVPD" e_above_lowest_kcal_mol=24.7 lumo_ev=0.99 e_homo_ha=-0.356 charge=0 orbital_gap_ev=10.665 smiles="CC[C@@H](C)C=O" spin_multiplicity=1
C -1.7718 -0.9035 -0.0968
C -0.9049 0.2951 0.0457
C 0.5687 0.1402 -0.3492
C 1.3518 1.4000 -0.0309
C 1.1439 -1.0634 0.3877
O 1.7953 -1.8921 -0.2815
H -1.8822 -1.2491 -1.1633
H -1.4077 -1.7499 0.5304
H -2.7688 -0.6059 0.2013
H -1.2455 1.1040 -0.7089
H -0.9859 0.7270 1.0897
H 0.6354 -0.1211 -1.4328
H 0.9955 2.2492 -0.7058
H 2.4954 1.1832 -0.0731
H 1.1420 1.6922 1.0357
H 0.8388 -1.2059 1.5517


16
Properties=species:S:1:pos:R:3 method="wB97M-V/def2-TZVPD" e_above_lowest_kcal_mol=27.0 lumo_ev=0.89 e_homo_ha=-0.343 charge=0 orbital_gap_ev=10.235 smiles=CC1(C)C[C@H]1O spin_multiplicity=1
C 1.4470 -0.5565 0.2992
C 0.1578 0.1795 -0.0261
C 0.1125 1.6580 0.3520
C -0.5108 -0.2754 -1.3061
C -1.1741 -0.5390 -0.0019
O -1.3025 -1.8745 0.3816
H 1.9480 -0.1296 1.1738
H 1.2693 -1.6212 0.4829
H 2.1419 -0.4763 -0.5469
H -0.2827 2.2799 -0.4587
H 1.1121 2.0316 0.5979
H -0.5196 1.8234 1.2343
H -0.9285 0.4532 -1.9946
H -0.0643 -1.1492 -1.7764
H -2.0333 0.0910 0.2444
H -1.3728 -1.8950 1.3446


16
Properties=species:S:1:pos:R:3 method="wB97M-V/def2-TZVPD" e_above_lowest_kcal_mol=3.6 lumo_ev=1.03 e_homo_ha=-0.371 charge=0 orbital_gap_ev=11.122 smiles=OC1CCCC1 spin_multiplicity=1
O 0.3951 0.1942 2.2337
C 0.3419 -0.4274 0.9607
C 1.1669 0.2986 -0.1365
C 0.1599 0.7055 -1.2281
C -1.0032 -0.2792 -1.0512
C -1.1097 -0.4001 0.4692
H 1.3014 0.1231 2.5573
H 0.6898 -1.4696 1.0472
H 1.6859 1.1640 0.2910
H 1.9295 -0.3750 -0.5445
H 0.5907 0.6898 -2.2340
H -0.2024 1.7234 -1.0436
H -1.9325 0.0640 -1.5189
H -0.7474 -1.2501 -1.4966
H -1.5783 0.5024 0.8829
H -1.6875 -1.2636 0.8113